Formula: C10H15NO4
Source: the OMol25 dataset
Level of theory: wB97M-V/def2-TZVPD

Highest occupied orbital energy in Ha: -0.2951
Gap between HOMO and LUMO in eV: 8.2
Total charge: 0
Energy in Eh: -745.67256
Energy relative to the best compared isomer or geometry (same formula, charge and spin) in kcal/mol: 76.80

Geometry as XYZ:
```
30
Properties=species:S:1:pos:R:3:forces:R:3:lowdin_charge:R:1
C -0.26587 -1.76118 -0.51033 2.043 -1.092 -1.688 -0.019
C 0.79813 -0.94029 -0.92618 -0.607 -3.025 -0.121 -0.129
C 0.95390 0.35656 -0.43302 0.734 0.902 -0.736 -0.092
C 0.17642 0.86692 0.61612 -0.158 -0.854 0.178 -0.379
C 1.85491 1.28092 -1.12190 0.459 1.553 0.237 -0.390
C -1.19683 -1.40021 0.44521 -1.134 -1.478 0.487 -0.416
C 1.73465 -1.63235 -2.01774 -5.409 0.496 0.971 0.011
C 1.99982 2.78287 -0.64137 1.012 -2.735 -2.478 0.008
C 0.02725 -0.70702 2.44947 2.290 -1.423 -3.059 0.056
C -1.98997 0.46907 1.77101 1.166 -0.791 -0.403 0.020
N -0.73654 -0.13186 1.28322 -0.503 -1.175 -0.125 -0.134
O 2.54904 0.94541 -2.06155 0.090 -0.335 -0.251 0.030
O 0.16717 1.91454 1.19271 0.056 1.316 0.390 0.104
O -2.19422 -2.01251 0.79783 1.324 1.300 0.148 0.077
O -2.83503 -0.23090 -1.36948 -1.733 0.666 -0.685 -0.037
H -0.28710 -2.80156 -0.98031 -0.521 1.688 0.939 0.140
H 1.52659 -0.93374 -2.81339 0.537 -0.545 -1.012 0.082
H 1.43061 -2.70251 -2.14231 -0.053 1.161 -0.201 0.092
H 2.68506 -1.61045 -1.72616 3.984 0.478 0.938 0.028
H 2.48893 3.19781 -1.58277 -0.642 0.100 1.663 0.104
H 2.70459 2.59178 0.17358 -0.206 1.024 0.219 0.090
H 1.01887 3.10636 -0.38406 -0.130 0.983 0.413 0.048
H 1.13834 -0.86727 2.11294 -2.201 0.178 0.743 0.164
H -0.05141 -0.01783 3.18766 0.162 2.136 2.327 0.066
H -0.44681 -1.61578 2.75314 -0.173 -0.639 0.049 0.104
H -2.54087 0.70760 0.93712 -1.467 0.419 -1.898 0.077
H -2.38853 -0.34409 2.25939 -1.672 -1.466 1.164 0.079
H -1.96414 1.29512 2.39017 1.070 1.611 1.267 0.091
H -3.79928 -0.09951 -1.53884 0.679 -0.620 0.840 0.078
H -2.55767 0.29411 -2.12019 1.006 0.169 -0.318 0.046
```
Forces are in eV/Å.